Density functional theory data (the ωB97M-V functional and the def2-TZVPD basis) for a 2-piece molecular cluster, C5H12N2O overall in a non-equilibrium geometry.

XYZ file:
```
20
Properties=species:S:1:pos:R:3:nbo_charge:R:1
C 0.399 1.165 2.368 -0.046
N -0.504 0.302 2.030 -0.403
C -0.996 0.183 0.728 0.138
C -2.385 0.246 0.657 -0.451
C -0.024 -0.083 -0.421 -0.476
C -0.032 1.106 -1.485 -0.245
N -1.035 0.806 -2.512 -0.846
H 0.733 2.003 1.637 0.141
H 0.534 1.451 3.429 0.188
H -2.811 -0.146 -0.278 0.187
H -3.093 0.273 1.541 0.225
H -0.190 -1.159 -0.883 0.232
H 1.105 -0.122 0.052 0.218
H 0.864 1.587 -1.923 0.219
H -0.077 2.117 -0.888 0.203
H -2.023 0.711 -2.204 0.363
H -0.857 -0.119 -2.924 0.352
O 3.628 -3.542 0.593 -0.990
H 2.840 -4.052 0.356 0.495
H 3.923 -2.725 0.129 0.495
```

energy relative to the best compared isomer or geometry (same formula, charge and spin) = 477.9 kJ/mol
net charge = 0
LUMO energy = 0.41 eV
HOMO-LUMO gap = 0.3343 Ha

---

Density functional theory data (the ωB97M-V functional and the def2-TZVPD basis) for a 3-piece molecular cluster, C25H48Cl2F5NO16P2S3 overall in a non-equilibrium geometry.

XYZ file:
```
102
Properties=species:S:1:pos:R:3:mulliken_charge:R:1
C 3.952 -1.560 5.413 -1.609
C 4.019 -1.365 3.931 0.820
Cl 4.797 -2.629 3.050 -0.141
C 3.525 -0.291 3.312 -0.421
Cl 2.791 0.903 4.316 -0.161
C 3.583 0.006 1.810 0.382
S 5.400 0.337 1.375 1.738
C 5.549 1.600 0.152 -1.189
O 5.925 0.911 2.585 -0.740
O 6.093 -0.849 0.961 -0.641
O 3.017 1.343 1.702 -0.387
S 2.177 1.629 0.385 1.108
O 2.847 2.435 -0.572 -0.692
O 0.883 2.070 0.744 -0.361
O 2.258 0.123 -0.158 -0.231
C 2.669 -0.807 0.846 0.082
C 3.203 -1.998 0.043 -1.624
C 4.080 -1.645 -1.173 0.255
C 3.495 -2.155 -2.516 -1.428
C 4.290 -3.369 -3.016 -0.811
C 5.717 -2.988 -3.455 -0.577
N 6.692 -3.636 -2.543 -0.539
S 0.989 -1.306 1.552 0.828
O 0.181 -1.596 0.406 -0.308
O 0.483 -0.266 2.391 -0.134
C 1.066 -2.818 2.650 0.535
F 1.272 -2.401 3.898 -0.242
F 2.015 -3.684 2.284 -0.230
C -0.322 -3.575 2.638 0.662
F -0.291 -4.604 1.791 -0.234
F -1.346 -2.760 2.396 -0.137
F -0.497 -4.083 3.875 -0.255
H 2.918 -1.490 5.744 0.372
H 4.338 -2.542 5.674 0.443
H 4.571 -0.826 5.929 0.348
H 6.615 1.823 0.212 0.498
H 5.002 2.493 0.426 0.378
H 5.329 1.245 -0.849 0.316
H 2.331 -2.548 -0.310 1.005
H 3.742 -2.677 0.695 0.152
H 5.021 -2.176 -1.032 0.654
H 4.346 -0.594 -1.242 -0.398
H 2.431 -2.375 -2.438 0.454
H 3.647 -1.363 -3.254 0.464
H 4.379 -4.071 -2.185 0.322
H 3.775 -3.835 -3.857 0.483
H 5.917 -3.293 -4.483 0.341
H 5.877 -1.920 -3.306 0.365
H 7.570 -3.133 -2.551 0.191
H 6.897 -4.576 -2.861 0.211
C -2.184 0.876 1.150 -0.444
C -1.703 2.067 1.951 -0.318
O -2.711 2.559 2.863 -0.366
P -3.130 1.673 4.117 0.923
O -2.008 1.484 5.045 -0.792
O -4.121 2.715 4.870 -0.295
C -3.882 3.153 6.205 -0.292
C -3.133 4.469 6.218 -1.113
O -4.268 0.773 3.483 -0.180
C -5.572 0.564 4.058 -0.262
C -6.572 1.549 3.499 -1.089
H -2.353 0.007 1.790 0.107
H -1.440 0.604 0.404 -0.053
H -3.127 1.104 0.650 0.509
H -0.799 1.826 2.505 0.195
H -1.471 2.892 1.282 0.314
H -3.353 2.392 6.778 0.326
H -4.864 3.281 6.667 0.335
H -2.244 4.418 5.591 0.269
H -2.833 4.733 7.234 0.362
H -3.762 5.270 5.825 0.293
H -5.525 0.599 5.145 0.312
H -5.867 -0.447 3.777 0.359
H -6.251 2.579 3.636 0.273
H -7.537 1.414 3.989 0.384
H -6.700 1.392 2.427 0.305
C -2.088 3.032 -7.318 -0.979
C -1.248 2.588 -6.137 -0.349
O -1.987 1.804 -5.190 -0.242
P -2.484 0.337 -5.588 0.741
O -1.343 -0.550 -5.848 -0.752
O -3.082 -0.144 -4.166 -0.178
C -2.594 -1.303 -3.489 -0.699
C -1.540 -0.931 -2.470 -0.549
O -3.871 0.676 -6.266 -0.285
C -5.122 0.025 -5.960 -0.180
C -5.884 0.792 -4.906 -1.078
H -2.396 2.181 -7.928 0.260
H -1.518 3.712 -7.951 0.404
H -2.993 3.536 -6.979 0.250
H -0.373 2.025 -6.471 0.298
H -0.891 3.458 -5.588 0.308
H -2.219 -2.040 -4.198 0.386
H -3.454 -1.750 -2.985 0.389
H -0.764 -0.305 -2.913 0.301
H -1.072 -1.822 -2.049 0.318
H -1.985 -0.361 -1.654 0.072
H -4.957 -1.012 -5.673 0.286
H -5.694 0.019 -6.887 0.349
H -5.296 0.942 -4.003 0.264
H -6.796 0.254 -4.645 0.373
H -6.157 1.780 -5.279 0.310
```

net charge = 0
LUMO energy = 0.09 eV
HOMO-LUMO gap = 0.3523 Ha

---

Density functional theory data (the ωB97M-V functional and the def2-TZVPD basis) for an isolated ion of composition CH3I3P and charge +1 in a non-equilibrium geometry.

XYZ file:
```
8
Properties=species:S:1:pos:R:3:nbo_charge:R:1
C -0.138 -0.308 -0.088 -0.940
P -0.506 -2.086 -0.376 0.549
I 2.002 -3.297 -1.659 0.153
I -1.097 -3.109 1.718 0.218
I -2.333 -2.064 -1.967 0.202
H 0.536 -0.222 0.640 0.254
H -0.998 0.161 0.354 0.275
H 0.210 0.077 -1.131 0.288
```

energy relative to the best compared isomer or geometry (same formula, charge and spin) = 126.7 kJ/mol
net charge = +1
LUMO energy (alpha / beta) = -7.63 / -7.61 eV
HOMO-LUMO gap (alpha / beta) = 0.2374 / 0.2377 Ha

---

Density functional theory data (the ωB97M-V functional and the def2-TZVPD basis) for C7H7BCl2F2O3 as an isolated structure in a non-equilibrium geometry.

XYZ file:
```
22
Properties=species:S:1:pos:R:3:nbo_charge:R:1
B -2.489 0.693 0.060 1.034
C -0.277 2.208 -0.028 -0.208
C 1.191 2.358 -0.370 -0.206
C -1.009 1.127 -0.092 -0.274
C 2.015 1.318 -0.289 -0.048
C 0.232 -0.274 -0.659 0.656
C 1.481 -0.069 0.102 0.218
C 2.479 -2.447 0.283 -0.258
O -3.211 1.568 0.723 -0.871
O -2.853 -0.478 -0.431 -0.832
O 2.531 -1.009 -0.081 -0.535
F 0.555 -0.126 -1.978 -0.337
F -0.420 -1.417 -0.359 -0.326
Cl 3.681 1.669 -0.400 0.060
Cl 0.892 -0.158 1.902 -0.114
H -0.831 3.149 0.243 0.221
H 1.535 3.356 -0.753 0.240
H 1.919 -3.005 -0.496 0.193
H 2.066 -2.604 1.371 0.205
H 3.526 -2.774 0.271 0.203
H -4.150 1.454 0.909 0.497
H -3.699 -0.675 -0.105 0.479
```

energy relative to the best compared isomer or geometry (same formula, charge and spin) = 16.0 kJ/mol
net charge = 0
LUMO energy = 0.03 eV
HOMO-LUMO gap = 0.3330 Ha

---

Density functional theory data (the ωB97M-V functional and the def2-TZVPD basis) for Cl2HNO2S as an isolated structure in a non-equilibrium geometry.

XYZ file:
```
7
Properties=species:S:1:pos:R:3:nbo_charge:R:1
N -1.519 -0.703 0.772 -0.898
O -2.341 1.638 0.941 -0.806
O -2.796 0.306 -1.214 -0.824
S -2.183 0.480 0.075 2.263
Cl -1.044 -2.008 -0.240 0.150
Cl 0.151 0.816 -0.663 -0.169
H 0.459 0.081 0.283 0.284
```

energy relative to the best compared isomer or geometry (same formula, charge and spin) = 156.3 kJ/mol
net charge = 0
LUMO energy = -0.32 eV
HOMO-LUMO gap = 0.3756 Ha

---

Density functional theory data (the ωB97M-V functional and the def2-TZVPD basis) for C34H27CrF9N3P2SSe2 as an isolated structure in a non-equilibrium geometry.

XYZ file:
```
79
Properties=species:S:1:pos:R:3:mulliken_charge:R:1
Cr 0.364 -0.294 1.004 1.053
N -0.372 0.173 3.213 -0.418
N 0.340 -0.698 4.064 -0.423
C 0.755 -1.910 3.652 0.947
N 1.342 -2.716 4.520 -0.430
S 0.517 -2.395 2.041 -0.410
H -0.012 1.125 3.356 0.397
H -1.368 0.167 3.474 0.312
H 0.398 -0.459 5.051 0.213
H 1.512 -2.445 5.478 0.208
H 1.663 -3.628 4.232 0.231
Se 1.415 -0.647 -1.147 -0.285
P 3.251 -0.007 -0.074 0.253
Se 2.458 0.749 1.835 -0.608
C 4.148 1.294 -0.957 1.088
C 3.687 1.814 -2.159 -0.373
C 4.432 2.796 -2.787 -0.705
C 5.613 3.244 -2.211 -0.521
C 6.065 2.718 -1.007 -0.677
C 5.330 1.737 -0.367 -0.557
C 4.354 -1.428 0.168 0.800
C 4.664 -2.149 -0.982 -0.528
C 5.555 -3.201 -0.897 -0.715
C 6.125 -3.529 0.326 -0.491
C 5.803 -2.810 1.470 -0.681
C 4.913 -1.750 1.398 -0.224
H 2.765 1.444 -2.599 0.222
H 4.092 3.205 -3.726 0.447
H 6.191 4.005 -2.711 0.428
H 6.989 3.069 -0.571 0.422
H 5.648 1.308 0.576 0.378
H 4.208 -1.881 -1.927 0.386
H 5.804 -3.758 -1.787 0.435
H 6.830 -4.345 0.380 0.426
H 6.253 -3.074 2.417 0.432
H 4.667 -1.165 2.278 0.360
F -4.563 -2.781 -5.510 -0.235
C -3.369 -2.183 -5.464 0.747
F -2.477 -3.026 -5.989 -0.266
F -3.439 -1.119 -6.275 -0.253
C -3.002 -1.758 -4.055 0.218
C -2.064 -2.459 -3.309 -0.828
C -1.715 -1.994 -2.051 -0.622
C -2.307 -0.844 -1.540 0.677
C -3.304 -0.188 -2.262 -0.496
C -3.633 -0.636 -3.526 -0.976
P -1.796 -0.181 0.074 0.867
C -1.609 1.609 -0.217 0.152
C -1.356 2.125 -1.487 -0.923
C -0.970 3.445 -1.633 -0.995
C -0.796 4.243 -0.509 0.125
C -1.076 3.756 0.762 -1.092
C -1.475 2.440 0.903 -0.061
C -0.180 5.614 -0.663 0.784
F 1.162 5.495 -0.736 -0.234
F -0.436 6.411 0.372 -0.267
F -0.577 6.237 -1.768 -0.255
C -3.264 -0.468 1.098 0.709
C -4.226 0.490 1.395 0.129
C -5.337 0.126 2.136 -0.927
C -5.494 -1.191 2.542 0.195
C -4.545 -2.158 2.225 -1.102
C -3.424 -1.792 1.510 -0.708
C -6.685 -1.622 3.371 0.783
F -7.604 -0.667 3.474 -0.267
F -7.268 -2.712 2.865 -0.244
F -6.297 -1.933 4.623 -0.250
H -1.602 -3.351 -3.705 0.503
H -0.981 -2.526 -1.459 0.567
H -3.808 0.675 -1.849 0.540
H -4.371 -0.110 -4.111 0.460
H -1.446 1.502 -2.365 0.503
H -0.796 3.859 -2.615 0.515
H -0.979 4.403 1.623 0.544
H -1.732 2.055 1.883 0.633
H -4.104 1.505 1.043 0.504
H -6.084 0.860 2.394 0.529
H -4.700 -3.182 2.522 0.458
H -2.669 -2.528 1.258 0.463
```

net charge = +2
LUMO energy (alpha / beta) = -7.30 / -6.10 eV
HOMO-LUMO gap (alpha / beta) = 0.2512 / 0.2954 Ha
2S+1 = 4

---

Density functional theory data (the ωB97M-V functional and the def2-TZVPD basis) for C3H9F3N6 as an isolated structure in a non-equilibrium geometry.

XYZ file:
```
21
Properties=species:S:1:pos:R:3:nbo_charge:R:1
C 0.825 -1.274 -0.088 0.757
C 0.711 1.227 -0.232 0.732
C -1.207 -0.052 -0.664 0.835
N 1.279 0.053 0.226 -0.663
N -0.625 -1.263 -0.418 -0.673
N -0.738 1.187 -0.229 -0.660
N 1.082 -2.177 0.913 -0.833
N 1.310 2.260 0.504 -0.824
N -2.880 -0.037 0.395 -0.953
F 1.470 -1.682 -1.329 -0.404
F 1.026 1.560 -1.628 -0.415
F -1.712 -0.013 -1.913 -0.342
H 2.202 0.133 0.512 0.404
H -1.124 -1.918 -0.934 0.426
H -1.142 1.852 -0.799 0.403
H 0.909 -3.119 0.529 0.391
H 1.992 -2.101 1.448 0.393
H 1.529 1.860 1.364 0.378
H 0.677 3.118 0.427 0.391
H -2.581 -0.536 1.255 0.331
H -3.003 0.921 0.661 0.324
```

energy relative to the best compared isomer or geometry (same formula, charge and spin) = 220.1 kJ/mol
net charge = 0
LUMO energy = 0.53 eV
HOMO-LUMO gap = 0.3255 Ha

---

Density functional theory data (the ωB97M-V functional and the def2-TZVPD basis) for C30H50BrN3P2SSr as an isolated structure in a non-equilibrium geometry.

XYZ file:
```
88
Properties=species:S:1:pos:R:3:mulliken_charge:R:1
C -3.004 -2.120 2.533 -0.324
C -2.012 -2.880 1.868 1.046
C -2.455 -3.915 1.009 -0.205
C -3.824 -4.240 0.991 -0.521
N -4.728 -3.557 1.693 -0.506
C -4.347 -2.530 2.457 -0.411
C -0.614 -2.568 2.061 -0.042
C 0.581 -2.312 2.258 -1.497
C 1.950 -2.013 2.624 0.834
C 2.720 -1.138 1.819 -0.459
C 3.894 -0.516 2.317 -1.153
C 4.431 -1.002 3.518 -0.167
C 3.799 -2.041 4.232 -0.470
C 2.548 -2.514 3.803 -0.649
Sr 0.595 0.745 1.388 1.283
P -2.068 0.336 -0.907 1.161
H -1.767 -4.512 0.413 0.495
H -2.736 -1.276 3.166 0.512
H -4.184 -5.103 0.410 0.384
H -5.118 -2.024 3.058 0.378
H 2.001 -3.290 4.355 0.536
H 2.496 -1.111 0.730 0.979
H 4.265 -2.488 5.109 0.477
H 4.380 0.297 1.766 0.587
C -2.252 1.471 -2.385 -0.789
C -3.327 1.149 -3.430 -1.447
H -1.254 1.464 -2.857 0.436
H -2.387 2.494 -1.994 0.464
H -3.244 1.867 -4.259 0.461
H -3.211 0.140 -3.849 0.277
H -4.343 1.244 -3.025 0.242
C -2.578 -1.303 -1.645 -0.097
C -4.070 -1.632 -1.715 -1.640
H -2.069 -2.054 -1.017 0.104
H -2.123 -1.393 -2.647 0.376
H -4.204 -2.613 -2.195 0.448
H -4.522 -1.692 -0.714 0.250
H -4.625 -0.904 -2.321 0.279
C -3.515 0.767 0.164 0.127
C -4.762 1.329 -0.512 -1.554
H -3.137 1.495 0.900 0.247
H -3.759 -0.132 0.751 -0.071
H -5.487 1.629 0.257 0.483
H -4.534 2.209 -1.125 0.303
H -5.264 0.583 -1.139 0.213
Br 6.073 -0.270 4.169 -0.118
P 1.417 -0.986 -1.803 1.180
C 0.589 -1.436 -3.394 -0.392
C 1.478 -1.536 -4.631 -1.444
H -0.199 -0.677 -3.545 0.244
H 0.055 -2.386 -3.229 0.472
H 0.842 -1.696 -5.511 0.447
H 2.059 -0.620 -4.792 0.283
H 2.165 -2.392 -4.569 0.248
C 2.914 -0.038 -2.319 -0.643
C 4.161 -0.819 -2.723 -1.374
H 3.136 0.630 -1.468 0.292
H 2.607 0.639 -3.131 0.578
H 4.983 -0.110 -2.892 0.430
H 4.486 -1.525 -1.948 0.277
H 4.018 -1.365 -3.665 0.235
C 2.065 -2.597 -1.175 -0.501
C 2.422 -3.659 -2.202 -1.543
H 1.287 -2.965 -0.488 0.234
H 2.931 -2.393 -0.532 0.483
H 2.729 -4.572 -1.676 0.459
H 1.572 -3.913 -2.842 0.346
H 3.270 -3.354 -2.827 0.216
C 3.478 3.593 1.263 -1.299
N 2.245 4.104 1.865 0.159
C 2.197 4.046 3.338 -1.018
C 1.062 3.878 1.199 -0.740
S 1.007 2.951 -0.267 0.131
N -0.078 4.337 1.808 0.318
C -0.127 5.680 2.398 -1.201
C -1.373 3.754 1.444 -0.649
H 4.326 4.044 1.794 0.425
H 3.491 3.878 0.202 0.466
H 3.564 2.491 1.335 0.510
H 2.047 5.053 3.744 0.272
H 1.387 3.388 3.700 0.345
H 3.152 3.654 3.700 0.429
H -0.771 6.336 1.792 0.416
H -0.548 5.605 3.412 0.357
H 0.874 6.114 2.447 0.448
H -1.528 3.750 0.352 0.373
H -1.441 2.706 1.814 0.010
H -2.159 4.338 1.942 0.459
```

net charge = +2
LUMO energy = -6.23 eV
HOMO-LUMO gap = 0.2523 Ha

---

In g mol⁻¹, the molecular weight values for the records above are, in order, 116.164, 942.695, 426.721, 258.844, 149.986, 952.524, 186.141, 714.290.